C29H36BrIrN7OTe | the ωB97M-V functional and the def2-TZVPD basis

Calculated values
energy relative to the best compared isomer or geometry (same formula, charge and spin) = 0.342 eV
DFT total energy = -4531.08249 Eh
HOMO-LUMO gap (spin up / spin down) = 6.90 / 5.23 eV

```
! RIJCOSX wB97M-V def2-TZVPD def2/J DEFGRID3
* xyz 2 2
H 0.87 2.68 0.08
H -4.24 -5.25 -0.17
C -0.67 2.00 -1.96
H 0.39 2.12 -2.20
H 1.44 0.33 4.68
N -1.36 3.25 -2.12
H -3.29 4.02 -1.89
C 2.53 0.20 1.42
H -3.22 2.33 -2.45
C 0.86 0.69 -5.04
N -2.91 2.61 -0.39
C -2.34 -1.46 -4.79
C 4.36 0.63 3.00
H 0.10 2.24 -8.66
N -0.76 1.47 -0.55
H -4.81 -3.10 -0.09
H 3.86 0.78 5.07
H 2.70 -0.17 -1.94
H 1.37 1.94 -6.68
C -1.26 -0.52 -5.26
C -2.30 3.62 0.50
Te 0.21 -1.29 -2.76
C 4.38 0.17 -0.67
H -2.65 0.61 -0.90
C -0.78 4.25 -1.23
C 2.13 1.01 -4.31
H -1.11 1.26 -2.63
N -2.49 -4.21 0.35
Ir 0.11 -0.43 -0.25
C 2.06 0.00 0.08
H -0.27 2.25 1.37
H 5.07 0.14 -1.50
H 2.70 1.77 -4.85
H 1.94 1.39 -3.31
N -1.67 -2.18 -0.20
C -0.18 2.57 0.34
H 5.87 0.56 0.80
H -3.85 -5.28 1.57
C -2.77 3.07 -1.77
H -2.39 3.30 1.53
C -1.42 0.07 -6.51
H -1.30 5.20 -1.35
H -2.42 -2.32 -5.45
H -1.65 2.13 -8.41
H 5.42 0.80 3.16
H -4.14 -1.57 -0.54
Br -0.14 -0.24 2.28
C 2.13 0.37 3.84
C -1.05 -4.33 0.54
H -0.61 -5.10 -0.11
H -2.32 1.02 0.81
C -0.62 -2.95 0.14
C 4.82 0.40 0.59
H -2.91 -6.24 0.42
H -2.83 4.56 0.37
O 0.55 -2.51 0.12
C 3.91 0.42 1.67
H 0.28 4.39 -1.48
C 0.64 1.26 -6.28
C -0.71 1.57 -8.39
H -0.78 -4.55 1.57
C -2.23 1.36 -0.22
H -2.32 -0.16 -7.08
H -0.78 0.79 -9.15
C 3.00 -0.02 -0.92
H -2.19 -1.82 -3.77
C 3.50 0.62 4.06
N -4.00 -2.54 -0.29
N -0.89 3.81 0.16
H 2.77 0.13 -4.23
C 1.71 0.17 2.57
H -3.31 -0.95 -4.81
C -2.77 -2.97 -0.04
C -0.49 0.96 -7.03
C -3.43 -5.30 0.57
C -0.10 -0.21 -4.54
*
```

Formally, the Mulliken partial charges of the atoms, in units of the elementary charge, are as follows:
1 H 0.298
2 H 0.415
3 C -0.381
4 H -0.015
5 H 0.440
6 N 0.179
7 H 0.367
8 C 0.500
9 H 0.290
10 C 0.985
11 N 0.126
12 C -1.638
13 C -0.908
14 H 0.362
15 N -0.218
16 H 0.224
17 H 0.421
18 H -0.473
19 H 0.333
20 C 0.849
21 C -0.768
22 Te 0.516
23 C -1.168
24 H 0.218
25 C -0.648
26 C -1.564
27 H 0.271
28 N 0.038
29 Ir 1.204
30 C 0.271
31 H 0.234
32 H 0.487
33 H 0.421
34 H 0.370
35 N -0.016
36 C -0.373
37 H 0.420
38 H 0.336
39 C -0.699
40 H 0.325
41 C -0.772
42 H 0.361
43 H 0.437
44 H 0.362
45 H 0.429
46 H 0.169
47 Br -0.164
48 C -0.768
49 C -0.379
50 H 0.384
51 H 0.344
52 C 0.118
53 C -0.889
54 H 0.361
55 H 0.326
56 O -0.733
57 C 0.892
58 H 0.317
59 C -1.087
60 C -1.498
61 H 0.363
62 C -0.465
63 H 0.491
64 H 0.367
65 C 0.140
66 H 0.063
67 C -0.698
68 N -0.300
69 N 0.111
70 H 0.378
71 C 1.153
72 H 0.412
73 C 0.221
74 C 0.598
75 C -1.079
76 C 0.007

C35H101N4O15S | the ωB97M-V functional and the def2-TZVPD basis

Calculated values
DFT total energy = -3139.04495 Eh
HOMO-LUMO gap = 7.93 eV

```
! RIJCOSX wB97M-V def2-TZVPD def2/J DEFGRID3
* xyz 1 1
C -4.67 10.54 -0.42
H 0.28 2.33 4.30
O -2.16 -1.99 9.25
H -0.60 -8.77 2.26
H 0.72 -9.31 4.06
H 3.19 -9.82 1.69
O -2.85 6.88 -3.69
H 0.56 -3.88 3.31
H -8.23 10.03 -3.66
H 3.14 -1.81 -9.74
H 3.06 -0.09 -7.71
H -0.02 -7.93 4.91
H 0.35 -4.41 -1.91
C -4.53 -5.85 1.77
H -1.84 -2.66 9.87
H 8.09 4.40 -2.74
H 3.41 -1.60 -2.50
H 1.58 2.91 2.51
H 3.77 -8.98 4.34
H 3.41 -3.02 -1.22
C -0.36 -3.33 2.85
H -5.46 9.79 -0.40
H 4.71 -2.00 -8.91
C -1.80 -3.71 3.57
C 1.26 -1.29 2.39
H 2.68 1.42 2.81
C 0.46 -0.99 -0.10
H -2.16 7.57 -3.69
H -3.22 -5.42 4.05
H 7.81 4.40 -0.97
C 1.55 1.73 2.68
N -0.98 -0.57 -0.23
H -2.97 3.26 -3.01
C -8.03 9.75 -2.63
C -1.93 3.80 -2.80
H 3.57 -0.29 1.71
H 4.78 -8.70 2.90
S 3.63 0.88 -0.49
H -1.07 1.23 -2.31
H -0.86 -2.99 -1.71
H -3.74 7.72 -2.04
H -1.50 -6.07 3.60
C -2.53 -0.39 5.57
H -4.94 -6.17 2.84
C 4.24 2.45 0.32
H -0.78 2.53 1.47
H -2.81 0.01 6.54
C -0.75 1.83 -1.32
H 6.11 -4.37 -4.89
C -7.82 -6.96 4.09
O -0.88 -8.42 3.12
H -2.41 1.04 0.02
O 3.40 4.75 2.78
C -1.22 0.90 -0.06
H 4.21 -3.73 -6.01
C -0.63 1.35 1.40
N 0.90 1.16 1.42
H -1.17 0.91 2.33
H 5.14 -5.67 -4.15
C 4.38 3.58 -0.90
H 3.54 3.41 -1.74
H 4.14 6.60 3.29
O 3.09 -2.73 -7.90
C -3.99 7.43 -3.06
N 1.05 -0.94 -1.49
H -5.16 -4.91 1.44
C 0.11 -3.32 -2.32
H 8.78 5.70 -1.72
H 1.36 0.38 -9.16
H -3.85 -1.68 8.12
C 1.28 -2.23 -1.97
C 2.88 -2.63 -2.21
H 5.36 5.33 2.99
H 0.80 2.18 -5.95
H 0.44 1.92 -1.39
H -2.59 -4.71 1.01
H 2.24 -3.16 -8.11
H -6.14 -7.82 4.53
H 0.99 -7.64 3.47
H -3.39 -0.83 3.89
H 4.48 6.06 1.61
H 1.21 1.83 0.65
H 2.98 -3.45 -3.05
O 6.75 5.80 -2.04
H 5.42 -5.67 -5.91
H -5.00 11.42 -0.98
C 1.38 0.77 -8.14
O -3.68 -0.48 4.75
H 0.79 0.12 -7.48
C 1.33 -0.25 1.07
O -6.48 -6.91 4.55
C 0.27 -8.32 3.93
O 2.91 -9.47 2.55
H 5.45 3.60 -1.38
H -1.40 -0.83 -1.15
C 7.93 5.03 -1.86
C -0.22 -1.67 2.90
H 3.11 -1.47 0.31
H -8.23 -5.95 4.11
H 5.29 2.38 0.83
H -7.26 8.97 -2.61
C 3.75 -2.48 -9.12
O -3.52 9.99 -1.04
C 5.26 -5.04 -5.04
C -2.31 -5.25 3.30
H -1.17 3.55 -3.66
H 1.38 3.02 -3.29
H -1.60 -3.62 4.74
H 3.93 -3.42 -9.65
H -7.84 -7.35 3.07
H -0.50 -3.62 1.70
C -1.43 3.32 -1.31
C -3.45 -2.41 8.83
O 2.72 0.81 -7.68
H 4.51 -10.37 3.49
C -2.89 -5.54 1.80
C 1.67 2.63 -4.27
H -2.39 -6.55 1.40
H -1.81 0.29 5.10
H -1.13 -1.27 2.30
H 1.54 1.20 4.66
H 0.97 1.78 -8.12
H 3.51 2.93 1.10
C 2.96 -0.37 0.69
C 4.40 5.74 2.66
O 0.52 2.53 -5.09
H 2.39 3.30 -4.74
H -0.28 -1.40 4.06
O 4.08 -4.28 -5.22
H 0.05 4.70 -1.49
H -2.65 -2.92 3.34
H 2.00 -0.95 3.26
H -8.40 -7.60 4.75
H 2.11 1.64 -4.15
H 4.17 4.68 -0.49
C 4.06 -9.38 3.36
H 2.57 5.14 2.48
H -2.09 4.98 -2.74
H -4.33 8.30 -3.63
H -4.80 -6.75 1.05
N 0.80 1.50 3.96
H -0.08 -3.41 -3.48
H -2.38 3.26 -0.62
H -2.84 10.68 -1.04
H -4.11 -2.47 9.69
O -7.56 10.87 -1.91
H 6.89 6.35 -2.83
H 1.75 -2.30 1.97
H 0.44 -2.15 0.18
H -3.38 -3.39 8.34
H -4.42 10.83 0.61
H -8.94 9.37 -2.16
H -4.78 6.68 -3.05
H -8.26 11.54 -1.94
H -2.08 -1.38 5.69
O -0.45 4.26 -0.73
*
```

These are the Mulliken partial charges, in e, on atoms 1 to 99:
1 C -0.476
2 H 0.284
3 O -0.507
4 H 0.274
5 H 0.255
6 H 0.274
7 O -0.536
8 H 0.281
9 H 0.264
10 H 0.254
11 H 0.306
12 H 0.330
13 H 0.301
14 C -0.740
15 H 0.299
16 H 0.276
17 H 0.206
18 H -0.029
19 H 0.216
20 H 0.195
21 C -0.302
22 H 0.160
23 H 0.261
24 C -0.218
25 C -0.918
26 H 0.371
27 C -0.772
28 H 0.264
29 H 0.304
30 H 0.186
31 C -0.391
32 N 0.076
33 H 0.346
34 C -0.410
35 C -0.859
36 H 0.487
37 H 0.264
38 S -0.114
39 H 0.254
40 H 0.201
41 H 0.243
42 H -0.228
43 C -0.096
44 H 0.114
45 C 0.311
46 H 0.508
47 H 0.333
48 C 0.284
49 H 0.293
50 C -0.587
51 O -0.500
52 H 0.373
53 O -0.424
54 C -0.352
55 H 0.245
56 C -0.560
57 N 0.813
58 H -0.105
59 H 0.215
60 C -0.534
61 H -0.032
62 H 0.307
63 O -0.408
64 C -0.573
65 N -0.131
66 H 0.234
67 C -0.891
68 H 0.301
69 H 0.289
70 H 0.150
71 C 0.652
72 C -0.774
73 H 0.232
74 H 0.178
75 H -0.138
76 H 0.077
77 H 0.254
78 H 0.292
79 H 0.209
80 H 0.297
81 H 0.260
82 H 0.427
83 H 0.307
84 O -0.487
85 H 0.269
86 H 0.238
87 C -0.669
88 O -0.550
89 H 0.301
90 C -0.880
91 O -0.496
92 C -0.585
93 O -0.471
94 H 0.157
95 H 0.554
96 C -0.536
97 C 0.073
98 H -0.059
99 H 0.224